{"formula": "C6H7NO", "method": "ωB97M-V/def2-TZVPD", "energy_ha": -362.6983, "homo_lumo_gap_ev": 8.6, "smiles": "Cn1ccc(=O)cc1", "largest_force_ev_per_a": 5.51, "species": ["C", "N", "C", "C", "C", "O", "C", "C", "H", "H", "H", "H", "H", "H", "H"], "positions_angstrom": [[1.35510, 1.59587, 0.30495], [0.42015, 0.52544, 0.11309], [0.70300, -0.62505, -0.80015], [0.08939, -1.83434, -0.64459], [-1.22119, -1.78675, 0.05471], [-2.06473, -2.74741, 0.25093], [-1.59511, -0.41317, 0.48018], [-0.77613, 0.67904, 0.57984], [2.28802, 1.53087, -0.48034], [1.69779, 1.99314, 1.44689], [0.58405, 2.41986, -0.13977], [1.69786, -0.33103, -1.36702], [0.57871, -2.64307, -1.12572], [-2.56847, -0.10657, 0.67154], [-1.18844, 1.74317, 0.65546]], "forces_ev_per_a": [[0.4, 3.9, -1.8], [4.0, -2.8, -2.5], [2.7, 2.3, 2.5], [-0.5, 2.4, 0.0], [-2.9, -1.8, 1.2], [3.4, 2.8, -1.0], [1.0, 0.7, 0.2], [-3.8, -0.7, -0.6], [-2.3, 0.1, 2.3], [-1.0, -1.8, -3.1], [2.8, -0.5, 1.2], [-2.2, -1.4, 1.1], [-0.4, -0.9, -0.5], [-2.0, -0.7, 0.4], [0.7, -1.6, 0.7]], "mulliken_charge": [-0.686, 0.134, -0.032, -0.608, 0.486, -0.654, -0.558, 0.051, 0.207, 0.225, 0.290, 0.168, 0.389, 0.361, 0.227]}